1.
{"formula": "C9H30N9O25P2S2", "method": "the ωB97M-V functional and the def2-TZVPD basis", "symbols": ["O", "P", "O", "O", "C", "S", "O", "O", "N", "S", "O", "O", "P", "O", "O", "H", "H", "H", "H", "H", "H", "C", "N", "O", "O", "H", "H", "H", "C", "N", "O", "O", "H", "H", "H", "C", "N", "O", "O", "H", "H", "H", "C", "N", "O", "O", "H", "H", "H", "C", "N", "O", "O", "H", "H", "H", "C", "N", "O", "O", "H", "H", "H", "C", "N", "O", "O", "H", "H", "H", "C", "N", "O", "O", "H", "H", "H"], "coordinates": [[-5.581, -1.234, 1.835], [-5.676, -2.285, 2.846], [-6.735, -3.369, 2.334], [-6.227, -1.809, 4.216], [-4.186, -3.269, 3.037], [-2.991, -2.934, 4.373], [-1.701, -3.035, 3.773], [-3.312, -4.011, 5.264], [-3.229, -1.609, 5.176], [-3.010, -0.142, 4.539], [-4.267, 0.494, 4.213], [-2.222, 0.614, 5.465], [-1.789, 0.005, 2.717], [-2.479, -0.947, 1.631], [-2.377, 1.471, 2.336], [-7.081, -3.013, 1.502], [-6.363, -2.548, 4.828], [-3.682, -3.291, 2.086], [-4.524, -4.277, 3.227], [-3.452, -0.785, 1.524], [-3.353, 1.410, 2.359], [-0.716, 4.060, 0.983], [-1.151, 3.741, -0.402], [-1.200, 2.576, -0.725], [-1.438, 4.678, -1.127], [-0.505, 3.132, 1.498], [0.170, 4.686, 0.914], [-1.531, 4.591, 1.464], [3.428, 4.780, -0.994], [3.496, 5.401, 0.358], [4.489, 6.039, 0.642], [2.546, 5.229, 1.090], [4.341, 5.018, -1.525], [3.322, 3.709, -0.852], [2.556, 5.194, -1.493], [-0.712, -0.433, -2.427], [-0.817, -1.848, -1.977], [-1.731, -2.522, -2.410], [0.031, -2.234, -1.201], [-1.523, -0.229, -3.114], [-0.782, 0.193, -1.543], [0.253, -0.319, -2.910], [-1.544, 8.555, -0.905], [-0.115, 8.302, -1.234], [0.253, 8.526, -2.369], [0.587, 7.888, -0.337], [-2.042, 8.920, -1.794], [-1.973, 7.613, -0.576], [-1.567, 9.293, -0.109], [0.842, -5.225, -2.263], [1.692, -5.608, -3.419], [2.338, -6.638, -3.337], [1.692, -4.864, -4.378], [0.949, -5.977, -1.491], [1.183, -4.256, -1.911], [-0.182, -5.166, -2.610], [-2.849, -7.947, -3.117], [-2.073, -6.703, -2.858], [-2.053, -6.274, -1.728], [-1.512, -6.205, -3.819], [-3.289, -8.272, -2.182], [-3.611, -7.706, -3.851], [-2.158, -8.686, -3.508], [4.224, -4.227, -1.594], [4.778, -3.007, -0.943], [5.988, -2.906, -0.871], [3.978, -2.196, -0.531], [5.049, -4.852, -1.912], [3.607, -4.740, -0.863], [3.633, -3.902, -2.445], [7.920, 5.633, 0.793], [8.057, 4.321, 0.101], [7.169, 3.982, -0.654], [9.059, 3.678, 0.339], [6.985, 6.085, 0.484], [7.928, 5.443, 1.861], [8.771, 6.240, 0.501]], "max_force_ev_per_a": 1.77, "homo_lumo_gap_ev": 7.2, "de_lowest_ev": 0.462, "total_charge": -1, "total_energy_ha": -4213.26760}


2.
{"formula": "C9H32AsCsF6N4O7", "method": "the ωB97M-V functional and the def2-TZVPD basis", "symbols": ["Cs", "As", "F", "F", "F", "F", "F", "F", "C", "O", "H", "H", "H", "H", "C", "O", "H", "H", "H", "H", "C", "O", "H", "H", "H", "H", "C", "O", "H", "H", "H", "H", "C", "O", "N", "N", "H", "H", "H", "H", "C", "O", "N", "N", "H", "H", "H", "H", "C", "C", "C", "O", "H", "H", "H", "H", "H", "H", "H", "H"], "coordinates": [[-6.006, 20.694, 26.159], [-9.832, 20.319, 25.160], [-10.617, 18.762, 25.063], [-10.863, 21.045, 23.951], [-9.071, 21.867, 25.489], [-8.799, 19.670, 26.449], [-8.593, 20.000, 23.977], [-11.040, 20.792, 26.371], [-11.308, 15.449, 23.530], [-10.998, 16.799, 23.160], [-12.403, 15.398, 23.560], [-10.869, 14.722, 22.852], [-10.934, 15.250, 24.540], [-10.999, 17.331, 23.965], [-8.397, 20.962, 29.678], [-9.041, 21.240, 30.911], [-7.899, 19.987, 29.651], [-9.098, 21.017, 28.841], [-7.652, 21.757, 29.613], [-9.458, 20.449, 31.263], [-6.274, 16.663, 25.719], [-6.233, 17.632, 24.668], [-7.300, 16.617, 26.099], [-6.050, 15.661, 25.347], [-5.593, 16.959, 26.512], [-7.029, 17.539, 24.134], [-10.300, 24.041, 27.943], [-9.280, 24.169, 28.930], [-11.272, 24.323, 28.343], [-10.006, 24.568, 27.036], [-10.462, 23.003, 27.630], [-8.471, 24.461, 28.509], [-14.390, 20.940, 24.640], [-14.283, 22.169, 24.687], [-15.616, 20.355, 24.824], [-13.382, 20.088, 24.333], [-15.668, 19.355, 24.800], [-16.394, 20.923, 25.088], [-13.496, 19.099, 24.248], [-12.481, 20.525, 24.172], [-13.240, 20.910, 29.071], [-14.109, 20.753, 29.932], [-11.939, 20.577, 29.279], [-13.448, 21.363, 27.804], [-11.712, 20.354, 30.229], [-11.252, 20.599, 28.550], [-14.349, 21.575, 27.426], [-12.625, 21.477, 27.236], [-12.980, 21.213, 20.878], [-13.127, 21.951, 19.557], [-12.117, 23.090, 19.477], [-12.838, 21.030, 18.507], [-13.525, 20.272, 20.949], [-13.338, 21.823, 21.717], [-11.927, 21.031, 21.117], [-14.167, 22.271, 19.485], [-12.380, 23.890, 20.176], [-12.204, 23.556, 18.491], [-11.082, 22.774, 19.592], [-12.028, 20.553, 18.706]], "max_force_ev_per_a": 1.88, "homo_lumo_gap_ev": 7.8, "total_energy_ha": -3963.08478}


3.
{"formula": "C9H32ClF2N11O15S2", "method": "the ωB97M-V functional and the def2-TZVPD basis", "symbols": ["N", "S", "O", "O", "F", "S", "O", "O", "F", "Cl", "O", "O", "O", "O", "C", "C", "O", "H", "H", "H", "H", "H", "H", "C", "C", "O", "H", "H", "H", "H", "H", "H", "C", "O", "N", "N", "H", "H", "H", "H", "C", "O", "N", "N", "H", "H", "H", "H", "C", "O", "N", "N", "H", "H", "H", "H", "C", "O", "N", "N", "H", "H", "H", "H", "C", "O", "N", "N", "H", "H", "H", "H"], "coordinates": [[4.738, -2.050, 1.082], [5.323, -3.496, 0.786], [5.733, -3.701, -0.591], [4.989, -4.635, 1.600], [6.796, -3.098, 1.394], [3.343, -2.390, 0.197], [2.513, -3.523, 0.520], [3.338, -1.923, -1.174], [2.540, -1.118, 0.811], [-0.607, 0.920, 0.174], [0.006, 1.550, 1.307], [-1.345, 1.909, -0.580], [0.402, 0.371, -0.690], [-1.478, -0.147, 0.584], [-5.295, 1.436, -2.830], [-4.675, 0.505, -1.770], [-3.571, -0.185, -2.320], [-4.521, 2.104, -3.213], [-6.031, 2.047, -2.298], [-5.741, 0.959, -3.702], [-5.397, -0.211, -1.381], [-4.409, 1.148, -0.926], [-2.749, 0.256, -2.076], [-0.939, 3.819, -4.078], [-0.182, 4.446, -2.926], [-0.961, 4.802, -1.808], [-1.512, 2.944, -3.758], [-0.345, 3.660, -4.977], [-1.732, 4.482, -4.453], [0.256, 5.351, -3.375], [0.663, 3.831, -2.604], [-0.790, 4.144, -1.124], [-4.086, -3.262, -0.306], [-4.970, -2.508, -0.703], [-2.816, -2.815, -0.144], [-4.296, -4.567, 0.089], [-2.641, -1.844, -0.340], [-2.176, -3.400, 0.359], [-3.493, -5.162, 0.167], [-5.196, -4.940, -0.146], [3.954, 2.538, 0.265], [4.268, 1.575, 0.938], [4.853, 3.547, -0.026], [2.693, 2.790, -0.209], [5.816, 3.568, 0.240], [4.532, 4.316, -0.585], [2.348, 3.641, -0.594], [2.084, 2.031, 0.074], [-0.205, -2.923, -3.260], [-0.351, -3.615, -4.281], [-0.688, -1.651, -3.175], [0.780, -3.208, -2.375], [-0.568, -1.071, -2.364], [-1.285, -1.311, -3.903], [1.053, -2.514, -1.699], [1.402, -3.934, -2.671], [3.049, 0.658, 4.232], [3.861, 0.197, 3.454], [1.993, 1.467, 3.906], [3.299, 0.606, 5.587], [1.777, 1.451, 2.918], [1.364, 1.808, 4.600], [2.685, 0.991, 6.277], [4.188, 0.234, 5.858], [-1.501, -0.871, 4.524], [-1.638, -0.889, 5.745], [-0.800, 0.108, 3.879], [-2.071, -1.773, 3.665], [-0.548, -0.005, 2.914], [-0.251, 0.617, 4.542], [-2.151, -1.586, 2.680], [-2.629, -2.502, 4.068]], "max_force_ev_per_a": 6.13, "homo_lumo_gap_ev": 8.7, "total_charge": -2, "total_energy_ha": -3549.33784}


4.
{"formula": "C9H32N2O8", "method": "the ωB97M-V functional and the def2-TZVPD basis", "symbols": ["N", "H", "H", "H", "H", "N", "O", "O", "O", "C", "C", "C", "O", "H", "H", "H", "H", "H", "H", "H", "H", "C", "C", "C", "O", "H", "H", "H", "H", "H", "H", "H", "H", "C", "C", "C", "O", "H", "H", "H", "H", "H", "H", "H", "H", "O", "H", "H", "O", "H", "H"], "coordinates": [[-0.011, -1.165, -0.884], [0.444, -1.401, -1.754], [0.595, -1.561, -0.180], [-0.924, -1.564, -1.050], [-0.085, -0.171, -0.719], [2.766, -3.159, 4.611], [3.827, -2.654, 4.261], [2.742, -3.911, 5.574], [1.739, -2.764, 4.045], [1.996, 4.334, 2.644], [1.644, 5.031, 1.296], [2.806, 5.571, 0.501], [0.851, 4.162, 0.467], [1.190, 3.915, 3.246], [2.597, 5.006, 3.256], [2.638, 3.474, 2.449], [0.932, 5.814, 1.556], [3.512, 6.141, 1.105], [2.372, 6.209, -0.268], [3.323, 4.757, -0.007], [-0.001, 4.553, 0.256], [5.062, -1.772, -5.583], [4.559, -3.073, -4.932], [5.604, -3.557, -3.860], [3.274, -3.062, -4.421], [4.299, -1.282, -6.187], [5.872, -1.896, -6.301], [5.378, -0.950, -4.942], [4.540, -3.857, -5.689], [6.517, -3.718, -4.433], [5.320, -4.515, -3.423], [5.829, -2.789, -3.119], [2.856, -3.926, -4.436], [-7.371, 2.923, 2.246], [-5.970, 2.399, 1.922], [-5.809, 0.942, 2.342], [-5.644, 2.609, 0.495], [-7.643, 3.969, 2.102], [-7.669, 2.654, 3.259], [-8.033, 2.336, 1.611], [-5.190, 3.009, 2.376], [-6.413, 0.279, 1.722], [-6.078, 0.800, 3.389], [-4.754, 0.675, 2.283], [-6.402, 2.438, -0.068], [-3.975, -3.649, -1.245], [-3.803, -4.386, -0.659], [-4.321, -4.051, -2.041], [-1.875, -6.260, 2.095], [-1.970, -7.086, 2.569], [-1.141, -5.820, 2.524]], "max_force_ev_per_a": 2.79, "homo_lumo_gap_ev": 4.1, "total_energy_ha": -1073.25024}


5.
{"formula": "C9H32N8O7", "method": "the ωB97M-V functional and the def2-TZVPD basis", "symbols": ["C", "C", "O", "H", "H", "H", "H", "H", "H", "C", "C", "O", "H", "H", "H", "H", "H", "H", "C", "O", "N", "N", "H", "H", "H", "H", "C", "O", "N", "N", "H", "H", "H", "H", "C", "O", "N", "N", "H", "H", "H", "H", "C", "O", "N", "N", "H", "H", "H", "H", "C", "O", "H", "H", "H", "H"], "coordinates": [[-30.394, 2.042, 9.157], [-30.488, 0.747, 9.921], [-29.173, 0.340, 10.098], [-29.739, 2.838, 9.593], [-31.346, 2.507, 9.091], [-30.044, 1.912, 8.088], [-31.091, 0.025, 9.413], [-30.961, 0.985, 10.893], [-29.002, -0.021, 10.935], [-27.407, 1.534, 18.130], [-28.080, 0.545, 17.264], [-27.256, 0.033, 16.291], [-28.085, 2.210, 18.727], [-26.879, 2.284, 17.509], [-26.734, 1.002, 18.763], [-28.816, 1.003, 16.598], [-28.518, -0.158, 17.867], [-27.033, 0.788, 15.712], [-27.577, -3.551, 15.882], [-27.608, -4.982, 15.984], [-26.893, -2.742, 16.629], [-27.926, -2.857, 14.745], [-26.496, -3.137, 17.481], [-26.962, -1.724, 16.559], [-28.165, -3.395, 13.876], [-27.682, -1.867, 14.646], [-30.413, 4.416, 11.830], [-31.012, 3.200, 11.992], [-30.644, 5.200, 10.796], [-29.609, 4.927, 12.731], [-31.105, 4.910, 9.904], [-30.369, 6.196, 10.837], [-29.293, 4.194, 13.403], [-29.138, 5.817, 12.740], [-26.870, -1.597, 12.337], [-28.120, -1.572, 11.819], [-26.421, -0.786, 13.255], [-25.948, -2.396, 11.804], [-27.005, -0.024, 13.575], [-25.479, -0.908, 13.481], [-26.312, -3.034, 11.085], [-25.019, -2.402, 12.257], [-27.351, 2.861, 14.551], [-28.631, 3.356, 14.654], [-27.108, 1.730, 13.933], [-26.256, 3.421, 14.795], [-27.953, 1.408, 13.459], [-26.238, 1.510, 13.528], [-26.471, 4.346, 15.188], [-25.588, 2.760, 15.236], [-30.208, 0.153, 14.023], [-29.559, 0.901, 13.028], [-30.288, 0.846, 14.913], [-29.393, -0.551, 14.264], [-31.181, -0.351, 13.793], [-30.147, 1.660, 12.975]], "max_force_ev_per_a": 9.81, "homo_lumo_gap_ev": 8.4, "de_lowest_ev": 3.420, "smiles": "NC(N)=O.NC(N)=O.NC(N)=O.NC(N)=O.CCO.CCO.CO", "total_energy_ha": -1326.76472}


6.
{"formula": "C9H33AlClN14O7", "method": "the ωB97M-V functional and the def2-TZVPD basis", "symbols": ["C", "C", "Al", "Cl", "H", "H", "H", "H", "H", "C", "O", "N", "N", "H", "H", "H", "H", "C", "O", "N", "N", "H", "H", "H", "H", "C", "O", "N", "N", "H", "H", "H", "H", "C", "O", "N", "N", "H", "H", "H", "H", "C", "O", "N", "N", "H", "H", "H", "H", "C", "O", "N", "N", "H", "H", "H", "H", "C", "O", "N", "N", "H", "H", "H", "H"], "coordinates": [[1.777, 3.878, 1.233], [2.955, 3.776, 1.848], [4.514, 4.114, 0.527], [6.407, 4.624, 1.616], [1.260, 4.862, 1.212], [1.398, 2.976, 0.710], [3.141, 3.511, 2.885], [4.617, 2.744, -0.311], [4.117, 5.332, -0.455], [2.438, -0.120, 0.092], [1.746, 0.767, -0.387], [2.481, -1.380, -0.443], [3.207, 0.072, 1.192], [3.039, -2.122, -0.067], [1.923, -1.549, -1.266], [3.191, 1.001, 1.603], [3.776, -0.638, 1.612], [-0.191, -1.334, 3.229], [0.794, -1.258, 3.952], [-1.460, -1.416, 3.719], [-0.104, -1.345, 1.874], [-2.271, -1.472, 3.128], [-1.571, -1.416, 4.715], [0.814, -1.283, 1.469], [-0.900, -1.411, 1.268], [3.910, -2.476, 6.320], [3.804, -3.565, 5.780], [3.185, -1.388, 5.949], [4.783, -2.263, 7.359], [3.270, -0.492, 6.390], [2.531, -1.492, 5.189], [5.336, -3.043, 7.660], [4.892, -1.381, 7.821], [-4.341, -2.610, 0.925], [-3.783, -1.867, 1.715], [-4.454, -2.309, -0.400], [-4.895, -3.799, 1.304], [-4.907, -2.903, -1.068], [-4.055, -1.440, -0.710], [-4.826, -4.047, 2.274], [-5.357, -4.424, 0.672], [0.520, -0.375, -3.759], [1.474, -1.070, -3.419], [0.058, 0.659, -3.013], [-0.157, -0.597, -4.927], [-0.727, 1.227, -3.275], [0.534, 0.858, -2.145], [0.162, -1.354, -5.500], [-0.943, -0.053, -5.232], [-3.292, -1.645, -6.240], [-2.918, -0.658, -5.634], [-3.325, -1.700, -7.605], [-3.707, -2.779, -5.603], [-3.627, -2.502, -8.123], [-3.025, -0.882, -8.103], [-3.689, -2.772, -4.600], [-4.017, -3.604, -6.080], [-1.929, 4.018, -1.356], [-1.916, 2.950, -1.946], [-2.703, 5.070, -1.773], [-1.184, 4.260, -0.243], [-2.731, 5.957, -1.309], [-3.265, 4.929, -2.591], [-0.600, 3.513, 0.093], [-1.186, 5.133, 0.248]], "max_force_ev_per_a": 1.60, "homo_lumo_gap_ev": 3.5, "de_lowest_ev": 1.116, "total_charge": -1, "total_energy_ha": -2358.88196}


7.
{"formula": "C9H33AsB3F6NNaOSn2", "method": "the ωB97M-V functional and the def2-TZVPD basis", "symbols": ["Na", "Sn", "Sn", "B", "H", "H", "H", "H", "B", "H", "H", "H", "H", "B", "H", "H", "H", "H", "As", "F", "F", "F", "F", "F", "F", "C", "C", "N", "C", "C", "C", "C", "H", "H", "H", "H", "H", "H", "H", "H", "H", "H", "H", "H", "H", "H", "H", "C", "C", "O", "C", "H", "H", "H", "H", "H", "H"], "coordinates": [[-0.980, 0.496, 3.445], [-0.632, -3.915, 0.349], [2.469, 0.155, 1.217], [1.381, 1.972, 3.557], [2.379, 2.148, 3.186], [0.637, 2.196, 2.809], [1.271, 0.938, 3.847], [1.267, 2.599, 4.427], [2.396, -3.194, 1.078], [1.745, -3.298, 1.933], [1.911, -2.371, 0.576], [3.396, -2.941, 1.392], [2.387, -3.959, 0.317], [-0.530, -0.694, 1.268], [-0.004, -1.041, 2.144], [-1.548, -1.053, 1.267], [-0.501, 0.383, 1.336], [-0.023, -1.083, 0.399], [-2.647, -2.662, 4.373], [-3.249, -1.903, 5.878], [-4.327, -3.275, 4.122], [-2.076, -3.459, 2.870], [-0.986, -1.922, 4.559], [-2.071, -4.071, 5.321], [-3.074, -1.132, 3.415], [0.855, -0.341, -2.525], [0.396, 1.087, -2.112], [1.438, 1.800, -1.297], [0.954, 3.164, -1.001], [-0.146, 3.335, 0.026], [2.852, 1.838, -1.727], [3.231, 2.514, -3.000], [1.399, -0.807, -1.703], [1.392, -0.464, -3.465], [0.019, -1.032, -2.634], [0.010, 1.619, -2.981], [-0.428, 0.979, -1.407], [1.824, 3.793, -0.815], [0.699, 3.680, -1.927], [0.344, 3.304, 1.000], [-0.641, 4.296, -0.118], [-0.964, 2.614, 0.037], [3.261, 0.830, -1.804], [3.381, 2.349, -0.922], [4.300, 2.719, -3.048], [2.742, 3.486, -3.062], [3.095, 1.844, -3.849], [-2.914, -0.230, -1.767], [-2.556, -1.570, -2.382], [-1.760, -2.331, -1.848], [-3.025, -1.869, -3.764], [-2.434, 0.680, -2.127], [-2.602, -0.370, -0.732], [-3.991, -0.058, -1.773], [-2.247, -2.367, -4.343], [-3.157, -0.911, -4.268], [-3.917, -2.495, -3.748]], "max_force_ev_per_a": 5.52, "homo_lumo_gap_ev": [7.2, 4.8], "total_charge": 2, "spin_multiplicity": 2, "total_energy_ha": -3992.14717}